{
  "formula": "C32H40N5OP2Zn",
  "method": "wB97M-V/def2-TZVPD",
  "symbols": ["Zn", "C", "C", "C", "C", "C", "C", "C", "C", "C", "H", "H", "H", "H", "H", "H", "H", "H", "H", "H", "H", "H", "H", "H", "H", "P", "P", "N", "N", "N", "N", "C", "C", "C", "C", "C", "C", "C", "C", "C", "C", "C", "C", "C", "C", "C", "C", "C", "C", "H", "H", "H", "H", "H", "H", "H", "H", "H", "H", "H", "H", "H", "H", "H", "H", "H", "H", "H", "H", "O", "N", "C", "C", "C", "C", "C", "H", "H", "H", "H", "H"],
  "positions_angstrom": [[1.4340, -3.2595, -3.0061], [-1.7194, 2.2692, -0.8099], [-2.5080, 1.7072, -1.7507], [-2.0513, 1.4920, -3.1869], [-0.7348, 0.6702, -3.3835], [0.4752, 1.5025, -3.7647], [0.8658, 2.3676, -2.8153], [-0.0805, 3.4899, -2.4563], [-0.6481, 3.3202, -1.0326], [1.4349, -3.0570, -0.9700], [-1.7483, 1.9339, 0.2411], [-3.5436, 1.3431, -1.5126], [-1.8933, 2.4550, -3.6876], [-2.8494, 1.0151, -3.7738], [-0.5304, 0.0825, -2.4462], [-0.9071, -0.0371, -4.2049], [0.9147, 1.3437, -4.7799], [1.8166, 2.3573, -2.2590], [-0.9058, 3.6002, -3.1771], [0.5059, 4.4238, -2.4509], [0.2231, 3.0880, -0.3980], [-0.9904, 4.3225, -0.7047], [1.3365, -1.9982, -0.6951], [2.3841, -3.4396, -0.5588], [0.5820, -3.6452, -0.5617], [1.7157, -1.1315, -7.1628], [-1.7714, -0.7035, -7.1301], [3.0769, -0.0690, -7.4761], [2.3820, -2.4035, -8.2385], [-1.9606, 1.0840, -7.5536], [-3.3765, -1.0652, -7.7231], [0.6722, -0.3601, -8.4932], [-0.7148, -1.0073, -8.6407], [3.9377, 0.3073, -6.4386], [4.8825, 1.1900, -6.9508], [4.6044, 1.3620, -8.3467], [3.4910, 0.5835, -8.6423], [2.4331, -3.7298, -7.8128], [2.8195, -4.5180, -8.8823], [3.0136, -3.6550, -10.0150], [2.7394, -2.3652, -9.5888], [-1.6251, 1.9557, -6.5154], [-1.7366, 3.2692, -6.9558], [-2.0037, 3.2234, -8.3527], [-2.1219, 1.8719, -8.6990], [-4.2025, -0.4428, -8.6690], [-5.2448, -1.3056, -9.0001], [-5.0756, -2.4907, -8.2169], [-3.9451, -2.3221, -7.4338], [1.1412, -0.4182, -9.4847], [0.5861, 0.7029, -8.2113], [-1.2230, -0.6127, -9.5366], [-0.6685, -2.1006, -8.7680], [3.7744, -0.0970, -5.4466], [5.6755, 1.6551, -6.3843], [5.1439, 1.9848, -9.0475], [2.9526, 0.4936, -9.5771], [2.1913, -3.9467, -6.7879], [2.9313, -5.5869, -8.8553], [3.2945, -3.9597, -11.0124], [2.7604, -1.4502, -10.1492], [-1.2700, 1.5515, -5.5791], [-1.6616, 4.1266, -6.3051], [-2.0733, 4.0672, -9.0276], [-2.3215, 1.4595, -9.6799], [-4.0104, 0.5556, -9.0224], [-6.0155, -1.1004, -9.7286], [-5.7063, -3.3652, -8.2400], [-3.4739, -2.9549, -6.6959], [1.3003, -0.4044, 0.4888], [0.7410, -0.1971, 1.6510], [-0.6141, -0.3246, 1.7912], [-1.2243, 0.0607, 2.9757], [-0.4667, 0.5712, 4.0352], [0.8975, 0.8043, 3.8125], [1.5015, 0.2912, 2.6805], [-1.1608, -0.6473, 0.9066], [-2.3081, 0.0413, 3.0326], [-0.9384, 0.8087, 4.9910], [1.5044, 1.3841, 4.5062], [2.5655, 0.3957, 2.4720]],
  "forces_ev_per_a": [[0.0, 0.1, 0.3], [0.0, 0.0, 0.0], [-0.1, -0.1, 0.2], [-0.8, 0.6, -0.5], [-1.3, 0.4, -0.4], [-0.1, -1.1, -0.7], [0.7, 1.3, 0.0], [-0.8, -0.7, 1.8], [0.8, 0.0, 0.0], [-0.2, -0.3, 0.2], [-1.0, 0.7, -0.3], [1.4, -0.4, 0.2], [-0.5, -0.5, 0.0], [0.1, 0.0, 0.4], [0.0, 0.6, -1.0], [0.0, -0.1, 0.2], [0.9, -1.0, 1.5], [0.4, 0.8, -1.4], [0.9, 0.3, 0.4], [0.0, -0.4, -0.2], [-0.2, 0.1, 0.1], [-0.3, -0.6, 0.2], [-0.1, -0.5, -0.2], [-0.3, 0.0, -0.2], [0.5, 0.3, -0.3], [1.8, 0.0, -3.0], [-1.0, 2.7, -2.5], [0.4, 0.9, 0.9], [-0.6, -0.7, 0.4], [1.4, 0.1, 1.3], [-0.8, -1.1, 0.1], [-0.7, 0.0, 0.2], [-0.4, -0.4, 0.2], [0.3, 0.6, -1.1], [-0.7, -0.7, 0.1], [-0.9, -0.8, 0.4], [0.6, 0.5, 0.7], [0.3, 0.3, -1.2], [-0.2, 0.7, 0.3], [-0.4, 0.5, 1.1], [-0.1, -1.0, 0.3], [-0.6, 0.6, -0.8], [0.3, -1.0, 0.3], [-0.1, -1.4, 0.2], [0.2, 0.6, 0.4], [-0.4, -1.1, -0.1], [1.3, 0.4, 0.7], [0.8, 0.3, 0.3], [-0.4, 0.7, -0.9], [0.1, 0.1, 0.6], [-0.1, -0.2, -0.2], [0.1, -0.1, 0.4], [0.3, 0.2, 0.0], [0.1, 0.1, -0.1], [-0.1, -0.1, -0.1], [-0.1, -0.1, 0.1], [0.2, 0.1, 0.3], [0.0, -0.2, 0.1], [0.1, -0.1, 0.0], [0.0, 0.1, 0.1], [0.1, -0.1, 0.0], [-0.4, 0.2, -0.1], [0.3, 0.1, -0.2], [-0.1, -0.2, 0.1], [0.1, 0.0, 0.3], [0.0, -0.2, 0.1], [0.0, 0.0, 0.2], [0.0, 0.0, 0.1], [-0.1, -0.1, -0.1], [-0.5, 0.2, 1.4], [0.3, 0.2, -1.0], [0.3, 0.4, 0.3], [0.4, 0.0, 0.2], [0.0, 0.3, -0.3], [-0.3, -0.7, 0.2], [-0.4, 0.6, -0.4], [0.4, 0.1, 0.2], [0.2, -0.3, 0.1], [0.1, 0.2, -0.4], [-0.1, -0.5, 0.0], [-0.4, -0.1, -0.1]],
  "charge": 0,
  "multiplicity": 2,
  "orbital_gap_ev": [6.821, 6.710],
  "largest_force_ha_per_bohr": 0.0746
}